No. 1
Formula: C27H52IrOP2
Source: the Open Molecules 2025 dataset
Level of theory: ωB97M-V/def2-TZVPD

Each line ends with the Löwdin spin population.
Atoms and positions in Å:
Ir -0.12346 0.03221 0.46391  1.95
P 0.77417 -2.18828 0.16378  0.08
P 1.50064 1.81059 0.95190  0.11
O 0.57674 -0.07716 2.67585  0.72
C 3.25534 1.30426 1.19368  0.01
C -2.08741 -0.48310 1.44528  0.12
C -0.21671 1.68760 -4.53315  0.00
C 0.32373 -0.28847 5.08033  0.02
C -2.31774 -1.54858 2.45728  0.01
C 1.75806 3.35323 -0.04286  0.02
C -1.21874 -0.75859 -4.31443  0.00
C -1.86724 1.52480 3.09001  0.02
C 1.19835 2.69444 2.56314  0.01
C -1.86978 0.92716 1.73151  0.14
C 1.16148 -1.28774 -4.87137  0.00
C 1.20784 -3.09426 1.72488  0.00
C -1.89446 1.64368 0.48382  0.13
C -0.18369 -1.59922 -4.21293  0.00
C 1.40139 0.54322 -3.01721  0.02
C 0.38555 1.41014 -3.16792  0.01
C 2.46224 -0.72355 3.88446  0.05
C -0.40971 -3.54517 -0.30220  0.01
C 0.95888 -0.81724 3.80686  0.06
C -2.50147 -0.57126 0.06097  0.16
C 2.03377 -0.15933 -4.21286  0.00
C -3.25819 -1.73819 -0.46694  0.02
C -2.40024 0.73141 -0.50786  0.16
C 2.43422 -2.51835 -0.59985  0.02
C -1.10724 0.53070 -5.12441  0.00
C -3.07977 1.22841 -1.72935  0.02
C -1.90191 3.12885 0.35017  0.01
H 0.79989 -0.90129 5.85588  0.00
H 0.98148 -0.98633 -5.91947  0.00
H 2.74729 0.33516 3.98793  0.00
H -2.17965 -0.93297 -3.83261  0.00
H 0.32456 3.34313 2.47952  0.00
H 3.31581 0.47188 1.89486  0.00
H -0.89650 -3.89021 0.61649  0.00
H -4.30861 -1.53158 -0.25355  0.01
H -0.66547 0.27181 -6.10210  0.00
H 0.56547 0.78065 5.23839  0.00
H -3.14642 -1.89251 -1.54215  0.00
H 0.19967 -4.37427 -0.67143  0.00
H -1.64262 2.59013 3.05306  0.00
H -3.00246 -2.65784 0.05646  0.00
H 0.34646 -3.08061 2.40249  0.00
H -0.84335 2.59014 -4.45695  0.00
H 2.95343 -1.13669 2.99581  0.00
H 0.57392 1.91980 -5.27461  0.00
H 2.23502 3.11203 -0.99596  0.00
H 2.36839 -2.65898 -1.68180  0.00
H -0.76410 -0.45531 5.08406  0.00
H -1.79294 -1.30779 3.37479  0.00
H 2.40793 4.00935 0.54624  0.00
H 2.73057 -1.27550 4.78649  0.01
H 2.83153 -3.41390 -0.11188  0.00
H 1.41174 -4.12361 1.42159  0.00
H -2.92237 3.48941 0.47510  0.01
H 1.74863 0.22562 -2.03394  0.02
H 0.80724 3.86233 -0.21792  0.00
H 2.97454 -0.62232 -3.87273  0.00
H 3.70280 1.02762 0.23543  0.00
H 3.78611 2.16349 1.61265  0.00
H -1.29720 3.62717 1.10006  0.00
H 1.04180 1.97357 3.36879  0.00
H -1.10880 1.02735 3.69410  0.00
H -2.51960 2.02128 -2.23642  0.00
H -2.84403 1.36988 3.56406  0.01
H -3.29255 0.43202 -2.44688  0.00
H -1.57252 3.45250 -0.63336  0.00
H -1.15613 -3.25967 -1.04826  0.00
H -1.98897 -2.51865 2.09569  0.00
H 3.11529 -1.69389 -0.36946  0.00
H -0.24153 -2.54678 -3.67205  0.00
H 2.08410 3.30578 2.76196  0.00
H 2.09371 -2.64234 2.18028  0.00
H -0.11710 1.87304 -2.32136  0.00
H -3.38290 -1.63054 2.67453  0.01
H 1.75299 -2.21990 -4.87971  0.00
H -2.12329 0.92833 -5.29795  0.00
H 2.30184 0.57029 -5.00445  0.00
H -4.00940 1.66299 -1.34524  0.01
H 0.62162 -1.83545 3.64110  0.00

Forces on the atoms, in the same order (eV/Å):
2.098 -0.580 0.417
-0.132 -0.851 0.777
0.249 1.290 0.409
0.259 -0.233 -0.010
-0.349 0.084 -0.100
-1.180 0.915 -0.791
-0.008 0.377 0.140
0.241 -0.004 0.159
0.064 0.149 -0.061
0.007 -0.502 -0.008
0.497 0.394 -0.188
0.377 -0.153 0.150
0.171 -0.402 -0.203
-0.058 -0.081 -0.857
-0.294 -0.380 -0.021
-0.213 0.627 -0.096
-1.270 -0.718 0.676
0.247 0.407 -0.192
-0.560 0.211 -0.646
0.377 -0.658 -0.442
0.354 0.192 0.194
0.477 0.183 -0.682
-1.005 0.191 -0.805
0.043 0.445 0.688
0.233 0.017 0.354
-0.061 0.106 -0.154
0.278 -0.031 0.588
-0.502 -0.014 -0.255
-0.186 -0.221 0.002
0.266 -0.154 -0.258
-0.133 -0.084 -0.124
-0.408 0.345 0.253
0.084 -0.322 0.381
0.031 -0.404 0.110
0.235 -0.285 -0.055
0.152 -0.056 -0.011
0.036 0.154 -0.276
-0.013 0.216 -0.228
-0.208 -0.207 -0.171
-0.409 0.104 0.255
-0.191 -0.559 0.046
0.009 0.013 0.066
-0.181 -0.076 -0.099
-0.131 -0.072 0.125
-0.008 0.023 -0.078
0.356 -0.144 -0.169
0.254 -0.245 -0.093
-0.065 0.033 0.420
-0.323 -0.094 0.478
-0.115 0.111 0.030
0.124 0.069 0.113
0.451 0.135 0.178
0.021 -0.128 0.188
-0.044 -0.053 -0.198
0.436 0.029 -0.146
-0.036 0.032 -0.351
0.067 0.085 0.139
-0.139 0.150 0.002
-0.035 0.302 0.033
0.123 -0.114 -0.038
-0.249 0.256 -0.192
-0.027 -0.007 0.108
0.098 -0.113 -0.098
0.128 0.019 0.057
0.056 0.378 -0.209
-0.276 0.335 0.099
-0.104 -0.132 0.065
0.101 0.113 -0.082
-0.098 0.187 0.124
0.111 0.041 -0.101
0.277 -0.073 0.113
0.078 -0.142 0.046
-0.210 0.029 -0.103
-0.212 0.291 -0.027
-0.155 0.001 0.044
-0.281 -0.349 0.035
0.232 -0.112 0.139
-0.090 -0.022 0.106
-0.224 0.425 -0.193
0.484 -0.215 -0.045
-0.120 -0.306 0.544
-0.138 0.012 -0.429
0.255 -0.176 0.437

For the HOMO energy (spin up / spin down), the calculation gives -8.3 / -11.2 eV. Its expectation value of S² is 6.0215. The multiplicity is 5. Its total charge is +1.

=====

No. 2
Formula: C27H52N6O5S
Source: the Open Molecules 2025 dataset
Level of theory: ωB97M-V/def2-TZVPD

Each line ends with the Mulliken charge.
Atoms and positions in Å:
S -2.88841 1.20465 0.52644  0.05
O 1.99563 0.96681 -2.38488  -0.51
O -1.68273 -3.06454 0.44100  -0.39
O -0.14446 5.55835 -1.09971  -0.44
O 2.96462 3.06343 -6.74623  -0.51
O -6.38470 -3.77195 -3.45111  -0.50
N -2.40987 -0.41425 6.76583  -0.64
N 2.75191 -3.79753 2.88342  -0.69
N -2.47729 0.60716 1.93044  -0.61
N -1.55282 0.82890 -0.32899  -0.81
N 1.70160 -3.91559 4.94868  -0.77
N 0.37930 -3.97008 2.98567  -0.57
C 0.25241 6.77383 -1.73116  -0.20
C 1.56354 -3.34878 3.61200  0.77
C -1.22005 -0.58184 4.23153  -0.71
C -0.55088 -0.58186 2.89963  -0.22
C 0.00204 7.97814 -0.84248  -1.09
C -1.26070 0.05529 1.84797  1.64
C 5.11575 -0.82265 0.93028  -1.78
C 2.36440 2.20405 -2.99384  -0.13
C -1.78343 0.62001 6.20800  -0.43
C -3.70282 -3.24421 -0.90413  -0.88
C -2.45863 -1.52014 6.03071  -0.57
C -6.40880 -1.36443 -3.16785  -0.89
C 1.41579 1.22604 -7.14653  -0.93
C 1.26021 -0.90030 1.29339  0.92
C 3.82689 -0.79239 1.74893  1.11
C 2.66059 -1.33172 0.90740  -1.61
C 1.46148 -1.79769 3.70668  -1.52
C 2.08246 3.37631 -2.07367  -0.97
C 3.61728 0.63362 2.25556  -1.56
C -1.89767 -1.65722 4.77374  -0.02
C -6.08927 -2.52967 -4.08634  -0.30
C -3.00876 -3.58676 0.39992  -0.40
C 0.54665 -0.30326 0.30487  -0.88
C -1.18110 0.59187 4.96861  -0.29
C -0.75983 0.20730 0.52440  -0.02
C 0.69736 -1.08578 2.61369  1.08
C 2.43386 2.18558 -7.73577  -0.23
H 1.31458 6.67520 -1.94903  0.25
H 1.81934 2.31693 -3.93749  0.18
H 3.25203 1.63201 -8.20863  0.25
H 0.90979 -1.58658 4.61787  0.70
H -0.43959 -3.49042 3.33050  0.09
H -6.65960 -2.45376 -5.01814  0.31
H 1.02237 3.43351 -1.82829  0.30
H 1.00161 0.57163 -7.91497  0.36
H 1.87337 0.60317 -6.37396  0.26
H 1.97084 2.81697 -8.49220  0.29
H -3.76952 -2.15983 -1.03149  0.21
H 1.20339 -3.37049 5.63778  0.29
H -5.02986 -2.54047 -4.33683  0.27
H 2.37785 4.31811 -2.53860  0.33
H 4.38520 0.83918 2.99975  0.39
H -6.17380 -0.41005 -3.64207  0.31
H -2.97789 -2.36867 6.45507  0.40
H -5.83835 -1.44692 -2.24262  0.17
H 2.67780 -3.96527 5.20676  0.28
H 5.01659 -0.25387 0.00898  0.39
H 0.37446 -3.78274 1.98553  0.34
H 4.00209 -1.47522 2.57333  0.14
H -1.72987 -2.10625 0.36693  0.14
H 2.51235 -3.97654 1.91763  0.27
H -7.46777 -1.36433 -2.89863  0.35
H 0.53783 7.87099 0.10099  0.30
H 2.72767 -2.40986 0.83396  0.19
H 0.32772 8.89895 -1.32832  0.33
H -2.01866 -2.57499 4.22993  0.32
H -1.06102 8.07024 -0.60767  0.32
H -1.08534 5.62015 -0.90962  0.25
H -3.57821 -3.19182 1.24906  0.23
H 3.42912 2.13923 -3.21967  0.31
H 2.66134 0.79744 2.74209  0.35
H 5.46885 -1.83360 0.75204  0.39
H -1.75024 1.53840 6.77854  0.37
H -2.92274 -4.66540 0.51885  0.39
H 2.43786 -1.35702 3.85046  0.66
H -3.13907 -3.63505 -1.75162  0.25
H 5.88535 -0.31996 1.51551  0.45
H 0.98696 -0.21270 -0.66757  0.39
H 3.38909 2.52093 -6.07471  0.27
H -7.32222 -3.77017 -3.23727  0.29
H 2.82339 -0.96981 -0.10498  0.59
H -4.71050 -3.66077 -0.93336  0.42
H 3.78648 1.33635 1.44267  0.41
H 0.59965 1.77919 -6.68021  0.24
H 1.05147 1.01455 -2.20067  0.25
H 2.94994 -4.72448 3.24811  0.32
H 2.62741 3.26134 -1.13528  0.19
H -0.67984 1.44227 4.53681  0.45
H -0.28122 6.88159 -2.68137  0.29

Forces on the atoms, in the same order (eV/Å):
0.570 -0.079 -0.567
0.123 -0.038 -0.081
0.161 -0.227 0.108
0.075 0.048 -0.010
-0.070 0.048 -0.087
0.199 -0.002 -0.078
0.074 -0.001 -0.228
0.078 -0.087 0.300
-0.435 -0.203 1.166
-0.728 0.326 -0.184
0.024 0.014 -0.091
0.324 0.384 0.139
-0.244 0.017 0.086
-0.129 -0.652 -0.340
0.343 0.088 -0.193
0.171 -0.303 -0.268
0.025 -0.051 0.058
-1.061 0.784 -0.640
0.114 0.254 0.520
-0.225 0.083 0.093
0.026 0.371 0.246
0.036 -0.022 -0.010
-0.172 -0.246 0.152
0.050 0.031 0.009
-0.010 0.057 0.043
0.057 -0.119 -0.146
0.074 -0.073 -0.189
0.030 0.363 -0.004
-0.499 0.098 -0.129
0.070 -0.114 0.024
0.466 -0.351 0.192
0.051 0.186 -0.062
-0.334 0.015 0.192
-0.025 0.348 -0.073
-0.176 0.098 -0.404
0.027 -0.311 -0.218
1.371 -0.791 0.712
-0.108 0.049 0.236
0.068 -0.141 0.213
0.009 -0.078 -0.004
0.088 0.081 -0.044
-0.058 -0.009 -0.095
-0.023 -0.054 0.206
-0.343 -0.102 0.049
0.089 0.076 -0.049
-0.029 0.079 -0.060
0.012 -0.014 0.009
0.016 -0.048 -0.045
0.039 0.067 0.009
-0.051 0.006 0.061
0.037 -0.029 0.108
0.015 -0.124 0.023
-0.031 0.008 -0.007
0.096 0.107 0.093
-0.024 0.002 0.003
-0.091 -0.025 0.164
0.045 0.012 -0.022
0.028 0.198 0.132
-0.066 -0.130 -0.266
-0.070 0.089 0.010
-0.151 -0.005 0.305
-0.002 0.031 -0.047
-0.018 0.119 -0.102
-0.021 0.042 -0.070
0.041 0.007 -0.021
0.061 -0.198 0.070
-0.020 0.002 -0.005
-0.022 -0.284 -0.114
-0.012 0.043 -0.059
-0.013 -0.016 0.024
-0.070 -0.101 0.010
0.008 -0.117 0.016
-0.232 0.105 -0.139
-0.075 -0.141 -0.293
-0.060 0.034 0.179
0.079 -0.004 0.034
0.328 -0.073 -0.046
-0.018 -0.063 0.013
0.211 -0.023 0.014
0.183 0.045 -0.225
0.015 0.020 0.036
-0.018 -0.049 0.015
-0.092 0.064 -0.199
-0.008 0.030 -0.053
-0.343 0.205 -0.099
-0.018 0.014 -0.043
-0.035 0.065 -0.057
0.048 -0.067 -0.012
0.054 0.011 -0.029
0.034 0.284 0.179
0.087 0.056 -0.045

For the HOMO energy, the calculation gives -8.9 eV.

=====

Molecular weight
In order: 646.88 572.82
Unit: u
Relative energy (zero: lowest compared OMol25 entry of this formula, charge and spin)
In order: 48.54 0.00
Unit: kJ/mol
Calculated total energy
In order: -52296.5229 -58854.8504
Unit: eV